*A*
Molecular formula: C4H12O3
Method: DFT, ωB97M-V with the def2-TZVPD basis set

Bonds (Å) are listed after each position.
Geometry (Å):
1 C -1.632 1.452 0.804  C2 1.520, H6 1.091, H7 1.085, H8 1.093
2 C -1.226 0.149 0.134  C1 1.520, C3 1.331, H9 1.082
3 C -0.664 0.115 -1.072  C2 1.331, C4 1.499, H10 1.083
4 C -0.207 -1.157 -1.721  C3 1.499, O5 1.400, H11 1.090, H12 1.107
5 O -0.234 -2.208 -0.797  C4 1.400, H13 0.940
6 H -0.980 2.248 0.443  C1 1.091
7 H -1.663 1.356 1.884  C1 1.085
8 H -2.632 1.761 0.491  C1 1.093
9 H -1.327 -0.728 0.760  C2 1.082
10 H -0.471 1.063 -1.559  C3 1.083
11 H -0.652 -1.419 -2.682  C4 1.090
12 H 0.836 -0.922 -2.005  C4 1.107
13 H 0.468 -2.813 -0.960  O5 0.940
14 O 2.297 2.015 0.824  H15 0.963, H16 0.972
15 H 1.502 1.474 0.854  O14 0.963
16 H 2.016 2.824 0.364  O14 0.972
17 O 1.481 -2.057 1.658  H18 0.969, H19 0.980
18 H 2.287 -1.727 1.233  O17 0.969
19 H 0.802 -1.424 1.346  O17 0.980

Summary:
Molar mass in g/mol: 108.1
HOMO-LUMO gap in eV: 10.19
Structure (SMILES): C/C=C/CO.O.O

Electronic structure analysis, Löwdin charges in units of e:
1. C -0.0985
2. C -0.1631
3. C -0.1026
4. C -0.2735
5. O -0.0596
6. H 0.0612
7. H 0.0690
8. H 0.0733
9. H 0.0994
10. H 0.1097
11. H 0.1148
12. H 0.1203
13. H 0.0772
14. O -0.0614
15. H 0.0055
16. H 0.0425
17. O -0.0673
18. H 0.0393
19. H 0.0137

*B*
Molecular formula: C4H12O3
Method: DFT, ωB97M-V with the def2-TZVPD basis set

Bonds (Å) are listed after each position.
Geometry (Å):
1 C 1.768 0.366 1.315  C2 1.582, H6 1.083, H7 1.168, H8 1.038
2 C 1.267 1.157 0.040  C1 1.582, C3 1.532, C4 1.577, H9 1.115
3 C 2.473 1.928 -0.505  C2 1.532, H10 1.103, H11 1.046, H12 1.110
4 C 0.464 0.356 -1.056  C2 1.577, O5 1.245, H13 1.165
5 O -0.297 -0.596 -0.802  C4 1.245
6 H 1.550 -0.695 1.284  C1 1.083
7 H 2.921 0.449 1.489  C1 1.168
8 H 1.412 0.873 2.148  C1 1.038
9 H 0.429 1.865 0.241  C2 1.115
10 H 2.563 1.762 -1.592  C3 1.103
11 H 2.368 2.968 -0.495  C3 1.046
12 H 3.444 1.686 -0.025  C3 1.110
13 H 0.719 0.598 -2.166  C4 1.165
14 O -6.331 2.511 -2.052  H15 1.054, H16 0.960
15 H -5.742 3.035 -2.750  O14 1.054
16 H -5.691 1.908 -1.667  O14 0.960
17 O -0.770 -6.829 2.421  H18 0.997, H19 0.915
18 H -0.910 -6.576 1.466  O17 0.997
19 H -1.637 -6.764 2.707  O17 0.915

Summary:
Molar mass in g/mol: 108.1
HOMO-LUMO gap in eV: 10.58
Structure (SMILES): CC(C)C=O.O.O

Electronic structure analysis, Löwdin charges in units of e:
1. C -0.0513
2. C -0.3362
3. C -0.0943
4. C -0.1977
5. O 0.0034
6. H 0.0682
7. H 0.0991
8. H 0.0384
9. H 0.1393
10. H 0.0694
11. H 0.0478
12. H 0.0785
13. H 0.1353
14. O -0.1158
15. H 0.1034
16. H 0.0124
17. O -0.0490
18. H 0.0693
19. H -0.0203

*C*
Molecular formula: C4H12O3
Method: DFT, ωB97M-V with the def2-TZVPD basis set

Bonds (Å) are listed after each position.
Geometry (Å):
1 C 0.138 -0.245 2.722  C2 1.539, H6 1.114, H7 1.095, H8 1.174
2 C -0.828 -0.589 1.575  C1 1.539, C3 1.388, H9 1.077
3 C -0.528 -1.083 0.312  C2 1.388, C4 1.554, O5 1.411
4 C -1.438 -0.965 -0.942  C3 1.554, H10 1.014, H11 1.056, H12 1.064
5 O 0.799 -1.001 -0.162  C3 1.411, H13 0.939
6 H 0.606 -1.136 3.201  C1 1.114
7 H -0.520 0.351 3.362  C1 1.095
8 H 0.891 0.526 2.256  C1 1.174
9 H -1.789 -0.120 1.697  C2 1.077
10 H -1.376 -1.777 -1.545  C4 1.014
11 H -1.260 -0.162 -1.605  C4 1.056
12 H -2.459 -0.880 -0.652  C4 1.064
13 H 1.192 -1.832 0.031  O5 0.939
14 O 2.590 1.464 -0.574  H15 0.982, H16 1.034
15 H 2.029 0.661 -0.640  O14 0.982
16 H 1.995 2.160 -0.092  O14 1.034
17 O -0.184 1.817 -3.148  H18 0.959, H19 0.950
18 H -0.261 1.604 -2.216  O17 0.959
19 H 0.402 1.207 -3.580  O17 0.950

Summary:
Molar mass in g/mol: 108.1
HOMO-LUMO gap in eV: 9.73
Structure (SMILES): C/C=C(/C)O.O.O

Electronic structure analysis, Löwdin charges in units of e:
1. C -0.0915
2. C -0.1011
3. C -0.2945
4. C -0.0188
5. O -0.0270
6. H 0.0817
7. H 0.0568
8. H 0.1044
9. H 0.0898
10. H 0.0390
11. H 0.0443
12. H 0.0708
13. H 0.0878
14. O -0.1171
15. H -0.0042
16. H 0.0868
17. O -0.0458
18. H 0.0087
19. H 0.0299

*D*
Molecular formula: C4H12O3
Method: DFT, ωB97M-V with the def2-TZVPD basis set

Bonds (Å) are listed after each position.
Geometry (Å):
1 C -2.466 -0.123 -0.297  C2 1.546, H6 1.098, H7 1.174, H8 1.082
2 C -1.285 0.322 -1.191  C1 1.546, C3 1.329, H9 1.056
3 C -0.111 0.440 -0.578  C2 1.329, C4 1.498, O5 1.409
4 C 0.887 1.174 -1.420  C3 1.498, H10 1.021, H11 1.081, H12 1.116
5 O 0.065 0.250 0.806  C3 1.409, H13 0.977
6 H -1.989 -0.384 0.657  C1 1.098
7 H -3.137 -0.920 -0.838  C1 1.174
8 H -3.269 0.589 -0.155  C1 1.082
9 H -1.596 0.530 -2.178  C2 1.056
10 H 0.342 1.685 -2.116  C4 1.021
11 H 1.568 0.460 -1.861  C4 1.081
12 H 1.364 2.005 -0.846  C4 1.116
13 H 0.624 0.947 1.202  O5 0.977
14 O 1.964 -0.049 2.387  H15 0.966, H16 0.924
15 H 2.792 0.075 1.904  O14 0.966
16 H 1.689 -0.915 2.554  O14 0.924
17 O 1.181 -2.276 0.685  H18 1.006, H19 0.968
18 H 1.044 -1.337 1.020  O17 1.006
19 H 0.332 -2.471 0.264  O17 0.968

Summary:
Molar mass in g/mol: 108.1
HOMO-LUMO gap in eV: 9.34
Structure (SMILES): C/C=C(/C)O.O.O

Electronic structure analysis, Löwdin charges in units of e:
1. C -0.0930
2. C -0.0974
3. C -0.3698
4. C -0.0333
5. O -0.0580
6. H 0.0604
7. H 0.0987
8. H 0.0511
9. H 0.0949
10. H 0.0377
11. H 0.0853
12. H 0.1015
13. H 0.1051
14. O -0.0250
15. H 0.0787
16. H 0.0113
17. O -0.0905
18. H 0.0051
19. H 0.0373

Least stable = *C*

*A*
Molecular formula: C2H4N2S
Method: DFT, ωB97M-V with the def2-TZVPD basis set

Bonds (Å) are listed after each position.
Geometry (Å):
1 H -0.195 -0.531 -0.832  N2 0.944
2 N -0.586 -0.895 -0.054  H1 0.944, C3 1.275
3 C -1.427 -0.182 0.585  N2 1.275, C4 1.481, H6 1.192
4 C -1.970 1.152 0.240  C3 1.481, N5 1.142
5 N -2.417 2.139 -0.120  C4 1.142
6 H -1.974 -0.633 1.544  C3 1.192
7 S 2.333 -0.149 -0.251  H8 1.327, H9 1.310
8 H 2.862 -1.362 -0.352  S7 1.327
9 H 3.375 0.461 -0.760  S7 1.310

Summary:
Molar mass in g/mol: 88.1
HOMO-LUMO gap in eV: 9.97
Structure (SMILES): [H]/N=C\C#N.S

Electronic structure analysis, Löwdin charges in units of e:
1. H -0.0524
2. N 0.0852
3. C -0.2279
4. C -0.1983
5. N 0.1481
6. H 0.1430
7. S 0.5435
8. H -0.2061
9. H -0.2351

*B*
Molecular formula: C2H4N2S
Method: DFT, ωB97M-V with the def2-TZVPD basis set

Bonds (Å) are listed after each position.
Geometry (Å):
1 C -0.928 -1.612 -0.916  N2 1.291, H4 1.094, H5 1.103
2 N -0.003 -0.713 -0.864  C1 1.291, S3 1.666, H6 1.026
3 S 0.210 0.650 -1.798  N2 1.666
4 H -0.846 -2.321 -0.088  C1 1.094
5 H -1.563 -1.632 -1.819  C1 1.103
6 H 0.762 -1.094 -0.297  N2 1.026
7 C 0.839 2.287 1.808  N8 1.157, H9 1.036
8 N -0.269 1.955 1.826  C7 1.157
9 H 1.798 2.481 2.148  C7 1.036

Summary:
Molar mass in g/mol: 88.1
HOMO-LUMO gap (alpha / beta) in eV: 8.07 / 8.07
Structure (SMILES): C=[NH+][S-].C#N

Electronic structure analysis, Löwdin charges in units of e:
1. C -0.0624
2. N -0.6294
3. S 0.4166
4. H 0.0869
5. H 0.0902
6. H 0.0943
7. C -0.0832
8. N 0.0588
9. H 0.0282

Least stable = *B*

*A*
Molecular formula: C2H4N2S
Method: DFT, ωB97M-V with the def2-TZVPD basis set

Bonds (Å) are listed after each position.
Geometry (Å):
1 H 2.510 0.087 0.319  N2 1.170
2 N 1.844 -0.834 0.042  H1 1.170, C3 1.175
3 C 0.691 -0.722 -0.152  N2 1.175, N4 1.371, H7 0.979
4 N -0.101 0.392 -0.045  C3 1.371, C5 1.357, H8 1.129
5 C -1.454 0.476 -0.096  N4 1.357, S6 1.552, H9 1.036
6 S -2.337 -0.795 0.023  C5 1.552
7 H 0.091 -1.491 -0.235  C3 0.979
8 H 0.380 1.409 0.042  N4 1.129
9 H -1.624 1.478 0.102  C5 1.036

Summary:
Molar mass in g/mol: 88.1
HOMO-LUMO gap in eV: 9.02
Structure (SMILES): [H]/N=C\NC=S

Electronic structure analysis, Löwdin charges in units of e:
1. H 0.1460
2. N 0.1062
3. C -0.4227
4. N -0.0666
5. C -0.7696
6. S 0.7276
7. H 0.0289
8. H 0.2050
9. H 0.0453

*B*
Molecular formula: C2H4N2S
Method: DFT, ωB97M-V with the def2-TZVPD basis set

Bonds (Å) are listed after each position.
Geometry (Å):
1 C -0.282 1.315 1.589  N2 1.284, H4 1.057, H5 1.116
2 N 0.573 0.513 1.064  C1 1.284, S3 1.631, H6 1.061
3 S 1.847 0.788 0.083  N2 1.631
4 H -0.846 0.942 2.402  C1 1.057
5 H -0.248 2.361 1.200  C1 1.116
6 H 0.495 -0.410 1.582  N2 1.061
7 C -0.490 -1.815 -2.618  N8 1.153, H9 1.086
8 N -1.508 -2.273 -2.333  C7 1.153
9 H 0.460 -1.421 -2.968  C7 1.086

Summary:
Molar mass in g/mol: 88.1
HOMO-LUMO gap (alpha / beta) in eV: 8.30 / 8.30
Structure (SMILES): C=[NH+][S-].C#N

Electronic structure analysis, Löwdin charges in units of e:
1. C -0.0603
2. N -0.6633
3. S 0.4389
4. H 0.0705
5. H 0.0977
6. H 0.1224
7. C -0.0997
8. N 0.0391
9. H 0.0546

Least stable = *B*